The following is a DFT calculation (ωB97M-V/def2-TZVPD) of a 3-piece molecular cluster, C24H50N3O10P2 overall at a distorted geometry.

```
89
Properties=species:S:1:pos:R:3:forces:R:3
C -5.4659 -1.3855 -1.1674 0.2217 0.0135 -1.1079
C -4.2753 -1.2023 -2.1672 -1.7646 1.4028 1.2877
C -3.4655 -0.0250 -1.5435 0.2442 -1.1480 0.6403
C -4.9016 -0.7199 -3.5024 -0.2306 -1.0951 -0.1447
C -4.5132 -1.4260 -4.8207 1.4587 1.2249 0.0959
C -3.8590 -0.3458 -5.7332 -0.4571 0.4533 0.7844
C -2.6153 0.2630 -5.1388 0.4847 -0.4417 -0.2069
N -1.5136 0.0607 -5.7262 0.1886 0.1189 -0.1424
O -5.7934 -1.7790 -5.4538 -0.2303 -0.4470 -0.0879
C -5.6326 -2.3770 -6.5858 0.9516 -0.6875 -1.3196
N -5.3217 -2.9006 -7.5821 -0.8065 0.6651 1.2983
C -3.5347 -2.6190 -4.7219 -0.3745 0.1070 0.4992
C -2.7895 -2.8305 -3.3784 0.6725 -1.9430 -0.6808
C -2.5556 -4.3660 -3.2840 -0.0172 0.0100 -0.0714
C -1.3445 -2.2576 -3.3909 -0.5911 -0.1065 -0.3762
N -3.5644 -2.4874 -2.1644 2.1180 1.7698 -0.6962
O -2.7754 -2.5640 -1.1477 -0.7993 -0.7325 0.5862
H -6.0464 -2.2442 -1.5135 -0.1255 0.0353 0.2726
H -6.0776 -0.4860 -1.2658 -0.0937 -0.0830 0.3654
H -5.1165 -1.5154 -0.1471 -0.0401 -0.1249 -0.0248
H -3.4813 -0.2119 -0.4685 0.2973 0.1696 -0.0269
H -2.4132 -0.0268 -1.8275 -0.1049 0.3412 -0.2553
H -3.9770 0.9255 -1.6862 0.1498 -0.0122 -0.3400
H -5.9881 -0.7853 -3.4028 0.0723 -0.2163 -0.1632
H -4.7115 0.3477 -3.5853 0.1019 -0.0735 -0.1226
H -3.5799 -0.7333 -6.7117 -0.2056 -0.0251 -0.0263
H -4.6038 0.4582 -5.7914 0.0110 -0.0920 -0.4169
H -2.6163 0.8410 -4.2086 -0.5469 -0.0287 -0.0536
H -0.7532 0.5220 -5.2259 0.0526 -0.0496 -0.0146
H -2.7651 -2.4795 -5.4822 -0.0540 -0.0498 0.0112
H -4.0030 -3.5739 -4.9720 -0.4570 0.2839 0.0091
H -2.2072 -4.7438 -4.2490 -0.0056 0.0424 0.0476
H -1.7924 -4.5979 -2.5430 -0.1213 0.0226 0.0695
H -3.4688 -4.8997 -3.0123 -0.0418 0.1068 -0.0983
H -0.7373 -2.7977 -2.6705 -0.0652 0.4162 0.3232
H -1.2989 -1.1794 -3.2684 0.1940 -0.0423 0.1346
H -0.9333 -2.5171 -4.3701 -0.0007 0.2435 0.0034
O 1.3086 0.7310 -2.3251 1.5776 2.4705 -2.1128
P 2.5880 1.0097 -1.6019 -0.6931 -3.9451 5.6316
O 3.3456 -0.4408 -1.6118 0.0036 0.7862 -0.2770
C 3.7777 -0.9844 -2.8601 0.0847 -0.1737 -0.2941
C 4.8593 -0.1463 -3.5165 -0.0868 0.1604 0.0075
O 2.0099 1.0694 -0.0606 0.4220 0.3060 -0.4985
C 0.6580 1.4709 0.1870 -0.2952 -0.2734 0.0733
C -0.2046 0.2605 0.4763 0.0003 -0.1540 0.1583
O 3.8961 1.9040 -1.2038 -1.2397 0.6088 -2.7809
C 4.5599 1.8228 0.0633 0.7430 0.4169 0.7420
C 5.4345 0.6008 0.2491 -0.2766 -0.3906 -0.0733
H 2.9187 -1.0973 -3.5273 -0.0198 0.0325 0.0482
H 4.1630 -1.9818 -2.6485 -0.0722 0.0274 0.1594
H 4.4774 0.8414 -3.7933 0.0217 -0.0439 -0.0510
H 5.2218 -0.6335 -4.4223 -0.0393 -0.0118 0.0016
H 5.6999 0.0111 -2.8423 0.0157 -0.0610 -0.0003
H 0.2656 2.0448 -0.6515 0.0406 -0.0944 -0.0810
H 0.6658 2.1368 1.0531 0.1745 -0.0401 0.0155
H -0.0412 -0.5378 -0.2481 -0.0286 0.1534 -0.1782
H -1.2610 0.5312 0.4650 0.0022 -0.0111 0.0641
H 0.0359 -0.1529 1.4574 -0.0455 0.0562 0.0265
H 3.8600 1.9298 0.8860 -0.2489 -0.1093 -0.2029
H 5.2042 2.7038 0.1033 -0.1120 0.0616 -0.3241
H 4.8417 -0.2957 0.4273 -0.0178 -0.0127 -0.0802
H 6.0795 0.7401 1.1190 -0.0060 0.1709 -0.0425
H 6.0604 0.4221 -0.6244 0.0459 0.0660 0.0300
O 0.0965 1.4771 4.8406 1.1314 2.4425 -2.4385
P 1.3335 2.0182 5.4795 0.1207 -3.3559 5.9717
O 2.3045 0.7043 5.5886 -0.1165 0.7523 -0.3224
C 2.7812 0.1046 4.3842 0.0781 -0.2019 -0.2782
C 3.7011 1.0229 3.6021 -0.0880 0.1467 -0.0026
O 0.7889 2.1567 7.0259 0.3258 0.3206 -0.4351
C -0.6003 2.3798 7.2884 -0.2152 -0.2841 0.0921
C -1.2680 1.0951 7.7375 0.0434 -0.1138 0.1651
O 2.5004 3.1343 5.7303 -1.3950 0.1134 -2.7475
C 3.2134 3.3011 6.9636 0.6117 0.5857 0.6352
C 4.2730 2.2548 7.2349 -0.2007 -0.4283 -0.0298
H 1.9324 -0.2050 3.7681 -0.0141 0.0347 0.0309
H 3.3214 -0.7961 4.6760 -0.0672 0.0343 0.1558
H 3.1611 1.9068 3.2466 0.0223 -0.0457 -0.0472
H 4.1077 0.5032 2.7343 -0.0623 -0.0427 0.0073
H 4.5267 1.3763 4.2189 0.0160 -0.0552 0.0135
H -1.0983 2.7987 6.4154 0.0511 -0.1081 -0.0792
H -0.6642 3.1274 8.0821 0.1666 0.0011 0.0006
H -1.0074 0.2607 7.0876 -0.0445 0.1226 -0.1752
H -2.3535 1.2045 7.7485 0.0096 0.0199 0.0230
H -0.9374 0.8291 8.7431 -0.0273 0.0216 0.0085
H 2.5351 3.3958 7.8073 -0.2414 -0.1917 -0.1719
H 3.7076 4.2703 6.8688 -0.1063 -0.0088 -0.2900
H 3.8338 1.3075 7.5429 -0.0242 -0.0183 -0.0700
H 4.9202 2.5907 8.0472 -0.0447 0.1554 -0.0502
H 4.8865 2.0713 6.3534 0.0353 0.0798 0.0206
```
Positions in Å, forces in eV/Å.

Calculated values
HOMO energy (spin up / spin down) = -0.3270 / -0.3586 Eh
spin multiplicity = 2
frontier orbital gap (spin up / spin down) = 8.772 / 9.611 eV
lowest unoccupied orbital energy (spin up / spin down) = -0.13 / -0.15 eV
energy above the lowest of the compared OMol25 structures with the same formula, charge and spin = 1.7448 eV